# 1
# C19H38InN2O5

A molecular structure, C19H38InN2O5 in a non-equilibrium geometry (ωB97M-V/def2-TZVPD, the Open Molecules 2025 dataset).

Geometry as XYZ:
```
65
Properties=species:S:1:pos:R:3:forces:R:3:nbo_charge:R:1
In 0.24657 0.83582 -1.76766 -0.11 0.00 0.04 0.9792
C -0.88971 5.29759 -2.03858 -0.71 -1.88 -4.62 0.8737
O 0.25360 4.94789 -2.43630 0.84 -0.10 1.43 -0.2545
O -1.67615 4.31776 -2.03899 0.22 0.12 1.78 -0.3394
O -1.20953 6.42333 -2.37121 -0.32 1.79 1.44 -0.2748
C -2.20269 -2.92760 -3.74227 0.23 -0.14 -0.41 -0.6079
C -3.54579 -3.00417 -3.00428 -0.93 0.29 0.34 0.1215
C -3.54129 -4.13485 -1.84642 0.05 -0.31 -1.94 -0.4035
C -4.63713 -4.08227 -0.83887 0.46 1.39 1.19 -0.4067
C -4.68313 -2.68327 -0.14484 -0.98 -0.31 -1.17 -0.4122
C -4.74135 -1.52059 -1.19068 0.61 0.64 0.72 0.1445
N -3.78709 -1.68878 -2.37406 -0.23 -2.10 4.25 -0.2092
O -3.50644 -0.59536 -3.10664 0.59 1.42 -0.65 -0.5724
C -6.24529 -1.38273 -1.60565 1.82 -0.67 -0.66 -0.6400
C -4.33859 -0.26270 -0.38707 -0.19 1.39 -0.13 -0.6275
C -4.70443 -3.18591 -4.01661 0.08 -1.69 0.12 -0.6337
H -2.27580 -2.71346 -4.80852 -0.52 0.12 -0.04 0.2178
H -1.67478 -3.88110 -3.72688 0.11 0.03 0.39 0.2209
H -1.59394 -2.10408 -3.36898 0.19 -0.30 0.41 0.1919
H -3.81753 -5.11848 -2.22622 0.53 -0.02 -1.40 0.2195
H -2.57338 -4.38237 -1.41057 0.31 0.98 0.07 0.2113
H -4.40841 -4.91706 -0.17638 -0.30 0.23 0.52 0.2259
H -5.54790 -4.38039 -1.35821 -0.40 0.54 0.31 0.2057
H -3.95004 -2.44605 0.62614 0.52 -0.62 -0.32 0.2124
H -5.64003 -2.54103 0.35737 -0.02 -0.30 0.29 0.2129
H -6.43798 -2.37032 -2.02478 -0.68 0.21 -0.19 0.2143
H -6.91417 -1.19947 -0.76475 0.15 0.29 -0.19 0.2258
H -6.26683 -0.63030 -2.39399 -0.66 0.10 0.06 0.1957
H -3.32174 -0.10853 -0.02602 0.55 -0.80 -0.53 0.1930
H -4.56239 0.66087 -0.92096 -0.01 0.01 -0.44 0.2081
H -4.86722 -0.08122 0.54872 -0.68 -0.76 -0.01 0.2241
H -5.12743 -2.24801 -4.37650 0.25 -0.04 -0.09 0.2032
H -5.50916 -3.78422 -3.58939 -0.26 0.31 0.33 0.2097
H -4.40761 -3.83047 -4.84398 0.19 0.31 -0.34 0.2157
H -4.28516 -0.28627 -3.57532 -0.57 -0.05 -0.42 0.4475
C 6.33595 1.11146 1.55252 -0.56 0.32 -0.18 -0.6552
C 4.85171 0.58533 1.67150 1.45 2.05 1.97 0.1186
C 4.70382 -0.13545 3.02700 -0.11 -1.11 0.42 -0.4115
C 4.52184 0.72228 4.21420 0.16 2.50 0.61 -0.3998
C 3.52152 1.86554 4.03438 -0.19 1.71 -0.25 -0.4045
C 3.59283 2.71941 2.69279 1.66 -0.17 -0.14 0.1393
N 3.92211 1.74504 1.59572 -2.87 -1.36 0.98 -0.2080
O 3.92920 2.35819 0.34897 0.46 -0.03 -0.08 -0.5785
C 2.28991 3.49806 2.49132 -0.53 -0.63 -0.86 -0.6164
C 4.75671 3.75281 2.70030 0.67 0.03 1.41 -0.6588
C 4.64716 -0.36829 0.57197 -0.47 -0.37 -1.93 -0.6070
H 6.52886 1.45993 0.53789 0.05 -0.53 -0.39 0.1998
H 6.52644 2.04242 2.08649 0.03 -0.53 0.76 0.2206
H 7.02840 0.31025 1.81069 0.17 0.26 -0.06 0.2257
H 3.91561 -0.88059 3.13467 -0.39 -0.09 -1.09 0.2120
H 5.61206 -0.70687 3.21853 0.15 -0.16 -0.39 0.2174
H 4.30225 0.25096 5.17219 -0.14 -0.59 -0.32 0.2306
H 5.45776 1.23969 4.42502 0.36 0.04 -0.03 0.1952
H 3.75422 2.56614 4.83631 0.09 0.33 0.04 0.2151
H 2.47064 1.68441 4.26009 -0.09 -0.80 -0.44 0.2104
H 1.97800 4.09745 3.34660 0.26 -0.41 0.37 0.2279
H 1.50598 2.78962 2.22359 -0.30 -0.08 0.27 0.1966
H 2.29360 4.22382 1.67809 0.56 -0.11 -0.23 0.2147
H 5.24149 4.03869 1.76685 -0.17 -0.66 -0.38 0.1993
H 5.49323 3.30919 3.37027 0.49 0.23 -0.21 0.2095
H 4.59932 4.75104 3.10880 -0.83 -0.12 0.40 0.2252
H 3.58758 -0.39406 0.31753 -0.17 -0.58 0.23 0.1996
H 5.12669 -0.02380 -0.34425 0.05 0.15 -0.05 0.2116
H 5.08738 -1.34967 0.74865 -0.32 -0.02 0.33 0.2292
H 4.80767 2.74473 0.37069 0.35 0.68 -0.87 0.4492
```
Forces are in eV/Å.

The value obtained for the electronic energy is -38693.654 eV. The HOMO-LUMO gap comes out at 0.082 Ha. Its charge is +1. Its multiplicity is 1.



# 2
# C4H9NO

A single C4H9NO molecule in a non-equilibrium geometry (ωB97M-V/def2-TZVPD, the Open Molecules 2025 dataset).

Geometry as XYZ:
```
15
Properties=species:S:1:pos:R:3:forces:R:3:nbo_charge:R:1
C -0.19885 -0.27332 1.53758 2.53 -0.69 0.94 -0.6391
C 0.62558 0.04735 0.30867 -2.01 0.65 -1.00 0.2410
C 0.12482 1.22844 -0.53558 1.89 0.44 0.20 -0.4562
C -0.00970 -0.15464 -1.14675 3.12 -0.29 0.98 -0.0952
H 0.15981 0.49891 2.25925 -0.74 -0.55 -0.10 0.2111
H 0.07186 -1.31235 2.01731 -0.81 1.74 -1.07 0.1948
H -1.21890 -0.13873 1.24332 -0.63 -0.32 0.41 0.2430
H 2.39583 -0.72022 0.98641 -1.65 2.46 -1.92 0.4778
H 0.95947 1.96558 -0.74097 -1.11 -1.12 -0.31 0.2373
H -0.81871 1.72485 -0.27976 0.32 -0.38 -0.03 0.2179
H 0.73778 -0.73039 -1.80953 -1.07 1.72 0.51 0.1997
H -1.36834 -1.63779 -1.51773 -0.21 3.08 1.16 0.3751
H -2.14990 0.01865 -1.63834 3.34 -2.09 1.50 0.3718
N -1.32079 -0.60359 -1.11231 -4.67 -2.16 -2.88 -0.8622
O 2.01003 0.08725 0.42842 1.68 -2.49 1.62 -0.7168
```
Forces are in eV/Å.

The value obtained for the electronic energy is -7828.960 eV. The HOMO-LUMO gap comes out at 0.325 Ha. Its charge is 0. Its multiplicity is 1. The SMILES is C[C@]1(O)C[C@@H]1N.



# 3
# C52H42FN7O4RuS4

A molecular structure, C52H42FN7O4RuS4 in a non-equilibrium geometry (ωB97M-V/def2-TZVPD, the Open Molecules 2025 dataset).

Geometry as XYZ:
```
111
Properties=species:S:1:pos:R:3:forces:R:3:mulliken_spin:R:1
Ru -2.21848 1.44600 -0.79785 0.46 0.24 -0.90 0.7255
C -3.47373 -0.79139 -3.06349 0.18 0.00 -0.20 0.0961
C -4.01728 -0.77236 -1.81391 -0.22 0.36 0.31 -0.0277
C -4.74520 -1.92578 -1.29209 0.12 0.06 -0.16 -0.0025
C -5.45787 -1.84478 -0.16352 -0.15 -0.03 0.21 -0.0049
C -5.52565 -0.60732 0.58073 -0.07 -0.18 -0.09 0.0055
C -6.35359 -0.42663 1.68709 -0.03 -0.05 0.06 0.0113
C -6.38608 0.79097 2.34702 -0.01 -0.04 0.00 -0.0036
C -5.55921 1.82585 1.92241 0.06 0.06 0.01 0.0177
C -4.69760 1.65408 0.84402 -0.07 0.25 0.18 0.0122
S -3.58867 2.89977 0.31160 0.38 -0.43 -0.24 0.1356
C -4.70630 0.44048 0.13820 0.07 -0.07 -0.47 -0.0118
N -3.91177 0.34570 -0.99532 0.37 -0.55 0.73 0.0434
H -3.60616 -1.66389 -3.69153 0.00 0.07 0.04 0.0012
H -1.75663 -0.56106 -2.35105 0.12 -0.07 0.18 -0.0079
H -3.15504 0.14034 -3.52051 -0.01 -0.05 -0.02 -0.0030
H -4.73496 -2.83304 -1.88516 0.02 0.03 0.01 -0.0009
H -6.02431 -2.69948 0.19412 0.01 0.06 -0.02 -0.0003
H -6.97862 -1.25057 2.01698 0.02 0.05 -0.02 0.0025
H -7.05027 0.93930 3.18979 0.03 0.00 -0.03 0.0003
H -5.57158 2.78126 2.43582 0.02 -0.05 -0.02 -0.0008
N -0.98462 -0.10633 -1.77644 -0.91 0.17 -0.35 -0.0168
S 0.33243 -0.78042 -1.90762 0.35 0.06 0.22 0.0021
N 1.34746 -0.33446 -0.76377 0.15 -0.16 -0.31 0.0082
S 1.51289 -1.03933 0.61729 0.31 0.05 -0.14 -0.0027
N 0.32009 -1.27829 1.51621 -0.22 -0.05 0.47 0.0029
S -0.81246 -0.08665 1.89207 -0.17 -0.26 0.31 0.0022
N -1.71608 0.31891 0.85671 -0.50 0.78 -0.51 -0.0044
C 0.17474 1.13453 2.72822 0.13 -0.13 0.22 -0.0026
C 0.55095 0.99463 4.06418 -0.06 0.14 -0.11 0.0027
C 1.35925 1.96661 4.63315 -0.05 -0.04 -0.02 -0.0001
C 1.78698 3.04932 3.87346 -0.01 0.00 -0.01 0.0002
C 1.39380 3.17126 2.54901 0.07 0.02 0.01 -0.0019
C 0.58128 2.21273 1.96188 -0.09 0.09 0.10 -0.0022
C -1.64131 -0.95293 3.18799 -0.06 -0.06 0.08 0.0095
C -2.92854 -0.49147 3.43151 0.01 -0.07 0.01 -0.0016
C -3.65611 -1.07776 4.45652 -0.02 -0.02 0.05 0.0023
C -3.09764 -2.10126 5.21147 -0.02 0.02 -0.02 -0.0006
C -1.81368 -2.56178 4.94194 0.00 -0.01 0.00 0.0003
C -1.07232 -1.98807 3.92074 -0.06 0.05 0.00 -0.0002
C 2.81963 -0.08028 1.32223 0.02 -0.04 -0.01 -0.0007
C 3.19538 -0.42949 2.61297 0.05 -0.01 -0.02 -0.0005
C 4.26894 0.22813 3.18641 0.00 0.01 0.01 0.0000
C 4.94355 1.21163 2.47126 0.03 0.00 0.04 0.0000
C 4.54501 1.55224 1.18731 -0.05 0.01 -0.05 0.0000
C 3.46929 0.90469 0.59586 0.05 0.06 0.00 0.0003
C 2.24081 -2.64203 0.43849 0.05 0.09 -0.06 0.0006
C 3.36168 -2.73878 -0.37617 0.05 -0.02 -0.02 -0.0002
C 3.98275 -3.96884 -0.50100 0.00 0.02 -0.03 0.0000
C 3.48633 -5.06981 0.18967 0.02 -0.02 -0.02 -0.0001
C 2.37142 -4.94864 1.00528 -0.06 0.02 0.00 0.0000
C 1.73468 -3.72081 1.13912 -0.10 -0.11 0.01 0.0002
C 0.03776 -2.51874 -1.98937 -0.03 0.00 -0.03 0.0016
C -1.02628 -2.97058 -1.21227 0.01 -0.07 0.01 -0.0043
C -1.38543 -4.30502 -1.31148 -0.01 0.01 0.02 -0.0004
C -0.70362 -5.14790 -2.18092 0.00 -0.04 0.02 -0.0001
C 0.35025 -4.67423 -2.95270 0.05 0.01 0.02 -0.0001
C 0.73035 -3.34370 -2.86414 0.12 -0.06 0.07 -0.0001
C 1.24443 -0.36607 -3.35256 0.05 0.07 -0.04 -0.0028
C 2.60831 -0.10695 -3.33860 -0.07 -0.03 -0.09 0.0006
C 3.21827 0.27419 -4.52370 -0.01 -0.04 -0.01 0.0001
C 2.46839 0.38234 -5.68677 0.00 0.01 0.00 -0.0001
C 1.10320 0.11765 -5.68089 -0.01 0.00 -0.02 -0.0004
C 0.47494 -0.25478 -4.50521 0.02 0.05 -0.03 -0.0006
H 0.20204 0.16232 4.65924 0.01 -0.02 -0.01 0.0002
H 1.64701 1.88329 5.67338 -0.01 0.00 -0.02 0.0000
H 2.41675 3.81003 4.31996 -0.04 -0.04 -0.02 0.0000
H 1.71394 4.02155 1.96666 0.03 0.12 -0.06 0.0001
H 0.24598 2.32084 0.94058 -0.02 0.02 -0.15 0.0087
H -3.35038 0.29379 2.81136 -0.01 -0.05 0.06 -0.0007
H -4.66324 -0.73589 4.65778 0.03 0.00 -0.02 0.0000
H -3.66966 -2.54992 6.01390 0.01 0.00 -0.03 0.0000
H -1.39218 -3.37012 5.52615 -0.01 0.03 -0.02 0.0000
H -0.07458 -2.33669 3.69189 0.00 0.01 0.03 0.0000
H 2.66020 -1.20423 3.15184 0.04 0.05 -0.01 0.0000
H 4.57972 -0.02620 4.19094 0.00 0.01 -0.01 0.0000
H 5.78558 1.72010 2.92361 -0.03 -0.01 -0.01 0.0000
H 5.06416 2.33030 0.64343 0.00 -0.01 0.02 0.0000
H 3.12686 1.17048 -0.39550 0.02 0.00 0.03 0.0003
H 3.74630 -1.86638 -0.89293 -0.01 -0.06 0.02 0.0001
H 4.85425 -4.06968 -1.13472 -0.02 0.00 0.03 0.0000
H 3.97734 -6.02966 0.09039 -0.01 0.03 0.01 0.0000
H 1.99135 -5.80992 1.53944 0.01 0.03 -0.01 0.0000
H 0.85633 -3.59706 1.76033 0.06 -0.04 -0.05 0.0000
H -1.56448 -2.28516 -0.56437 0.00 -0.05 -0.05 0.0062
H -2.21317 -4.68003 -0.72397 0.01 0.01 0.00 0.0001
H -1.00296 -6.18574 -2.26540 0.01 0.05 0.00 0.0000
H 0.86807 -5.33716 -3.63344 -0.01 0.02 0.01 0.0000
H 1.54140 -2.95463 -3.46798 -0.05 -0.02 0.00 0.0002
H 3.17076 -0.17666 -2.41926 0.00 0.02 -0.01 -0.0002
H 4.27601 0.50001 -4.53510 -0.03 0.02 0.00 0.0000
H 2.94886 0.69346 -6.60573 -0.01 -0.02 0.03 0.0000
H 0.52316 0.21779 -6.58827 0.02 0.00 0.00 0.0000
H -0.59638 -0.42969 -4.47709 0.07 0.03 0.00 0.0002
F 1.28286 7.07138 0.33737 0.00 0.02 0.01 0.0000
C 1.63122 6.18633 -0.59710 0.09 0.05 0.08 -0.0001
C 0.72213 5.60784 -1.37746 -0.19 -0.13 -0.20 -0.0001
N 1.05936 4.68654 -2.35270 -0.01 -0.07 0.12 -0.0002
C 0.01381 4.00214 -3.09362 0.11 0.02 -0.01 -0.0004
C -0.81838 3.04882 -2.26251 0.23 -0.14 0.29 -0.0049
O -1.73438 2.42447 -2.83700 -0.69 -0.02 0.59 0.0155
O -0.56350 2.87795 -1.03366 0.10 0.06 0.06 -0.0029
C 2.35735 4.24430 -2.50251 -0.04 -0.08 0.16 0.0000
O 2.68646 3.34424 -3.25326 -0.02 0.07 0.02 -0.0001
N 3.27381 4.90120 -1.70536 -0.05 0.06 0.00 0.0000
C 3.04458 5.86551 -0.71794 0.13 -0.08 -0.01 0.0000
O 3.94827 6.32361 -0.06175 -0.03 -0.04 0.00 0.0000
H -0.32903 5.83972 -1.27267 0.00 -0.03 -0.03 -0.0001
H 0.50351 3.41305 -3.86371 -0.02 0.02 -0.13 0.0004
H -0.64302 4.72419 -3.57629 -0.03 0.02 0.00 -0.0007
H 4.23774 4.63868 -1.84761 0.03 -0.02 -0.01 0.0000
```
Forces are in eV/Å.

The value obtained for the electronic energy is -121856.584 eV. The HOMO-LUMO gap (alpha / beta) comes out at 0.202 / 0.208 Ha. Its charge is +1. Its multiplicity is 2. Its expectation value of S² is 0.76.



Record order is preserved below.
Relative energy (zero: lowest compared OMol25 entry of this formula, charge and spin): 430.0; 324.2; 71.7 kJ/mol